# 1
Density functional theory data (ωB97M-V/def2-TZVPD) for a 2-piece molecular cluster, C4H12N2O overall in a non-equilibrium geometry.

ORCA input file:
```
! RIJCOSX wB97M-V def2-TZVPD def2/J DEFGRID3
* xyz 1 2
C -0.241 -0.851 2.688
C -0.607 -2.170 2.001
N -0.364 -2.173 0.579
H -0.689 -0.027 2.155
H -0.665 -0.843 3.683
H 0.846 -0.715 2.757
H 0.005 -2.977 2.437
H -1.661 -2.406 2.153
H 0.626 -2.040 0.309
H -0.682 -3.018 0.107
C -0.693 0.847 -0.565
C 0.274 1.504 -1.490
N 1.556 0.859 -1.686
O 0.014 2.524 -2.049
H -0.203 -0.022 -0.105
H -1.533 0.462 -1.146
H -1.020 1.572 0.181
H 1.706 0.667 -2.680
H 2.305 1.509 -1.431
*
```

E_HOMO (spin up / spin down) (Ha): -0.5006 / -0.4723
Relative energy (zero: lowest compared OMol25 entry of this formula, charge and spin) (eV): 1.579
M (g mol⁻¹): 104.15
HOMO-LUMO gap (spin up / spin down) (eV): 10.317 / 3.787
LUMO (spin up / spin down) (eV): -3.30 / -9.07

=====

# 2
Density functional theory data (ωB97M-V/def2-TZVPD) for an isolated ion of composition C4H12N2O and charge +1 in a non-equilibrium geometry.

ORCA input file:
```
! RIJCOSX wB97M-V def2-TZVPD def2/J DEFGRID3
* xyz 1 2
C -0.287 -0.036 0.450
C -1.593 -0.493 -0.237
C -2.764 0.087 0.507
O -1.628 -0.052 -1.599
N 0.896 -0.278 -0.438
C 2.086 0.216 0.237
N 3.325 0.132 -0.412
H -0.302 1.052 0.597
H -0.299 -0.477 1.456
H -1.600 -1.588 -0.258
H -2.946 1.134 0.242
H -2.726 0.021 1.599
H -3.706 -0.425 0.287
H -0.774 0.265 -1.852
H 0.970 -1.288 -0.583
H 1.922 1.202 0.683
H 2.178 -0.431 1.149
H 3.808 1.033 -0.422
H 3.440 -0.073 -1.405
*
```

E_HOMO (spin up / spin down) (Ha): -0.5234 / -0.5208
Relative energy (zero: lowest compared OMol25 entry of this formula, charge and spin) (eV): 1.948
M (g mol⁻¹): 104.15
HOMO-LUMO gap (spin up / spin down) (eV): 10.959 / 5.284
LUMO (spin up / spin down) (eV): -3.28 / -8.89

=====

# 3
Density functional theory data (ωB97M-V/def2-TZVPD) for a 2-piece molecular cluster, C4H12N2O2 overall in a non-equilibrium geometry.

ORCA input file:
```
! RIJCOSX wB97M-V def2-TZVPD def2/J DEFGRID3
* xyz 0 1
C 0.446 -1.587 0.671
N -0.436 -0.433 0.565
C -0.089 0.880 0.417
N 1.262 1.152 0.565
O -0.903 1.761 0.226
C 0.167 -2.724 -0.343
C -1.283 -3.106 -0.374
H 0.279 -1.849 1.738
H 1.529 -1.451 0.662
H -1.394 -0.682 0.432
H 1.963 0.473 0.800
H 1.451 2.059 0.935
H 0.449 -2.192 -1.267
H 0.923 -3.473 -0.108
H -1.915 -2.772 -1.193
H -1.553 -4.168 -0.263
H -1.868 -2.750 0.501
H 0.882 3.632 -2.232
H 0.075 3.144 -0.994
O 0.688 3.812 -1.288
*
```

E_HOMO (Ha): -0.3543
Relative energy (zero: lowest compared OMol25 entry of this formula, charge and spin) (eV): 1.032
M (g mol⁻¹): 120.15
SMILES: CCCNC(N)=O.O
HOMO-LUMO gap (eV): 10.375
LUMO (eV): 0.73

=====

# 4
Density functional theory data (ωB97M-V/def2-TZVPD) for a 2-piece molecular cluster, C4H12N2O2 overall in a non-equilibrium geometry.

ORCA input file:
```
! RIJCOSX wB97M-V def2-TZVPD def2/J DEFGRID3
* xyz 0 1
C 1.160 -0.826 0.350
C 1.613 0.058 -0.799
C 2.017 -0.636 1.592
N -0.317 -0.598 0.666
H 1.220 -1.871 0.031
H -0.415 0.204 1.288
H -0.691 -1.385 1.197
H 3.054 -0.921 1.383
H 1.614 1.117 -0.522
H 0.974 -0.083 -1.679
H 2.636 -0.199 -1.094
H 1.668 -1.271 2.412
H 2.007 0.404 1.934
C -2.598 0.683 -0.689
N -1.674 1.637 -0.990
O -2.800 -0.107 -1.766
O -3.399 0.737 0.229
H -3.605 -0.605 -1.523
H -1.360 2.204 -0.217
H -1.105 1.459 -1.804
*
```

E_HOMO (Ha): -0.3461
Relative energy (zero: lowest compared OMol25 entry of this formula, charge and spin) (eV): 0.604
M (g mol⁻¹): 120.15
SMILES: NC(=O)O.CC(C)N
HOMO-LUMO gap (eV): 10.211
LUMO (eV): 0.79

=====

# 5
Density functional theory data (ωB97M-V/def2-TZVPD) for a 2-piece molecular cluster, C4H12N2O2 overall in a non-equilibrium geometry.

ORCA input file:
```
! RIJCOSX wB97M-V def2-TZVPD def2/J DEFGRID3
* xyz 0 1
N 0.869 -1.461 1.648
C -0.425 -1.001 1.252
C -0.038 0.301 0.474
N -0.820 0.665 -0.594
C -0.399 1.940 -1.244
C -2.142 0.070 -0.886
O 0.808 1.102 0.875
H 1.377 -0.908 2.221
H 0.755 -2.421 2.047
H -1.013 -1.773 0.704
H -1.081 -0.663 2.149
H 0.567 1.832 -1.737
H -0.238 2.790 -0.488
H -1.167 2.191 -2.040
H -1.934 -0.786 -1.670
H -2.635 -0.172 0.107
H -2.850 0.693 -1.298
H 1.671 -1.934 -0.723
H 1.555 -0.468 -0.919
O 2.027 -1.186 -1.289
*
```

E_HOMO (Ha): -0.3437
Relative energy (zero: lowest compared OMol25 entry of this formula, charge and spin) (eV): 2.477
M (g mol⁻¹): 120.15
SMILES: CN(C)C(=O)CN.O
HOMO-LUMO gap (eV): 9.995
LUMO (eV): 0.64

=====

# 6
Density functional theory data (ωB97M-V/def2-TZVPD) for C4H12N2O2 as an isolated structure in a non-equilibrium geometry.

ORCA input file:
```
! RIJCOSX wB97M-V def2-TZVPD def2/J DEFGRID3
* xyz 0 1
C -1.505 0.337 0.042
C 0.462 -0.002 -0.571
C 0.685 -0.225 0.798
C -2.159 0.593 -1.301
N 2.241 -0.969 0.108
N 3.578 -0.572 0.422
O -1.842 1.453 0.842
O -2.022 -0.832 0.631
H -1.543 1.278 1.744
H -2.992 -0.767 0.667
H 2.187 -1.986 0.024
H 3.604 -0.115 1.330
H 3.930 0.071 -0.284
H 0.290 -0.768 -1.317
H 0.772 0.960 -0.962
H 1.014 0.625 1.385
H 0.276 -1.064 1.346
H -1.752 1.497 -1.758
H -1.982 -0.255 -1.964
H -3.242 0.743 -1.182
*
```

E_HOMO (Ha): -0.2652
Relative energy (zero: lowest compared OMol25 entry of this formula, charge and spin) (eV): 6.847
M (g mol⁻¹): 120.15
HOMO-LUMO gap (eV): 7.927
LUMO (eV): 0.71

=====

# 7
Density functional theory data (ωB97M-V/def2-TZVPD) for a 2-piece molecular cluster, C4H12N2O2 overall.

ORCA input file:
```
! RIJCOSX wB97M-V def2-TZVPD def2/J DEFGRID3
* xyz 0 1
C -1.257 0.576 -1.177
C -2.301 -0.474 -0.986
N -1.186 1.645 -0.399
H -1.658 1.526 0.494
H -0.159 1.926 -0.218
H -0.778 0.672 -2.148
H 0.100 -0.215 -0.669
H -2.084 -1.356 -1.587
H -3.280 -0.088 -1.291
H -2.350 -0.767 0.065
C 2.127 -0.892 -0.289
C 0.960 -0.008 0.146
N 0.694 -0.146 2.554
O 0.233 -0.614 1.278
O 1.187 1.256 0.265
H 0.895 0.846 2.417
H 1.598 -0.596 2.707
H 1.806 -1.925 -0.428
H 2.900 -0.859 0.481
H 2.553 -0.506 -1.215
*
```

E_HOMO (Ha): -0.3285
Relative energy (zero: lowest compared OMol25 entry of this formula, charge and spin) (eV): 4.837
M (g mol⁻¹): 120.15
HOMO-LUMO gap (eV): 9.149
LUMO (eV): 0.21

=====

# 8
Density functional theory data (ωB97M-V/def2-TZVPD) for one molecule with the formula C4H12N2O2 in a non-equilibrium geometry.

ORCA input file:
```
! RIJCOSX wB97M-V def2-TZVPD def2/J DEFGRID3
* xyz 0 1
C 1.444 0.396 1.000
N 1.027 1.078 2.212
C 0.323 0.292 -0.047
C -1.165 0.396 0.373
O -1.752 1.704 0.354
N 0.563 -1.013 -0.822
C -0.187 -1.130 -2.081
O -1.409 -1.742 -1.982
H 1.700 -0.650 1.283
H 2.260 0.907 0.460
H 1.818 1.345 2.774
H 0.106 1.017 2.584
H 0.506 1.082 -0.799
H -1.358 0.093 1.419
H -1.758 -0.199 -0.322
H -1.030 2.348 0.165
H 0.299 -1.704 -0.106
H 0.475 -1.773 -2.702
H -0.206 -0.106 -2.481
H -1.657 -2.342 -1.282
*
```

E_HOMO (Ha): -0.3249
Relative energy (zero: lowest compared OMol25 entry of this formula, charge and spin) (eV): 3.289
M (g mol⁻¹): 120.15
SMILES: NC[C@H](CO)NCO
HOMO-LUMO gap (eV): 9.689
LUMO (eV): 0.85

=====

# 9
Density functional theory data (ωB97M-V/def2-TZVPD) for a 2-piece molecular cluster, C4H12N2O2 overall in a non-equilibrium geometry.

ORCA input file:
```
! RIJCOSX wB97M-V def2-TZVPD def2/J DEFGRID3
* xyz 0 1
N -1.213 -0.429 -2.038
C -1.294 0.833 -1.297
C -0.487 0.756 -0.010
N 0.929 0.642 -0.009
C 1.501 0.926 1.329
C 1.495 -0.572 -0.588
O -1.083 0.937 1.037
H -2.094 -0.864 -2.259
H -0.641 -0.385 -2.866
H -1.076 1.691 -1.931
H -2.300 0.911 -0.858
H 2.525 1.211 1.096
H 1.668 -0.046 1.834
H 0.877 1.571 1.930
H 0.804 -1.186 -1.176
H 2.480 -0.338 -1.009
H 1.693 -1.303 0.213
H -1.116 -1.880 1.574
H -1.363 -0.748 2.540
O -1.304 -1.724 2.489
*
```

E_HOMO (Ha): -0.3453
Relative energy (zero: lowest compared OMol25 entry of this formula, charge and spin) (eV): 2.153
M (g mol⁻¹): 120.15
SMILES: CN(C)C(=O)CN.O
HOMO-LUMO gap (eV): 10.081
LUMO (eV): 0.69

=====

# 10
Density functional theory data (ωB97M-V/def2-TZVPD) for a 2-piece molecular cluster, C4H12N2O2 overall in a non-equilibrium geometry.

ORCA input file:
```
! RIJCOSX wB97M-V def2-TZVPD def2/J DEFGRID3
* xyz 1 2
O -1.080 2.236 -1.846
C -1.314 1.067 -1.717
N -1.311 0.578 -0.443
C -1.363 -0.831 0.013
C -0.066 -1.570 -0.336
C 0.883 -1.734 0.911
N 1.488 -0.521 1.487
H -1.545 0.311 -2.531
H -0.832 1.270 0.104
H -1.608 -0.889 1.132
H -2.269 -1.353 -0.456
H 0.514 -1.019 -1.109
H -0.309 -2.606 -0.812
H 1.782 -2.375 0.657
H 0.373 -2.185 1.819
H 2.047 -0.078 0.738
H 0.800 0.186 1.762
H 1.605 3.036 -0.465
H 0.934 3.638 0.692
O 1.272 2.839 0.401
*
```

E_HOMO (spin up / spin down) (Ha): -0.5500 / -0.4992
Relative energy (zero: lowest compared OMol25 entry of this formula, charge and spin) (eV): 2.548
M (g mol⁻¹): 120.15
HOMO-LUMO gap (spin up / spin down) (eV): 12.109 / 4.438
LUMO (spin up / spin down) (eV): -2.86 / -9.15

=====

# 11
Density functional theory data (ωB97M-V/def2-TZVPD) for a 2-piece molecular cluster, C4H12N2O3 overall in a non-equilibrium geometry.

ORCA input file:
```
! RIJCOSX wB97M-V def2-TZVPD def2/J DEFGRID3
* xyz 0 1
C 0.902 -0.259 -0.516
C 0.391 -0.829 0.802
C -0.316 -2.202 0.546
N -1.737 -2.095 0.396
N 1.805 0.855 -0.319
C 1.915 1.852 -1.246
O 1.365 1.416 -2.413
O 2.396 2.945 -1.090
H 0.066 -0.045 -1.168
H 1.427 -1.070 -1.039
H -0.341 -0.167 1.171
H 1.254 -1.005 1.450
H 0.131 -2.665 -0.328
H -0.062 -2.831 1.396
H -2.029 -1.676 -0.480
H -2.338 -1.753 1.106
H 2.332 0.909 0.518
H 1.112 2.173 -2.957
H -3.039 2.406 0.666
H -2.561 2.221 2.181
O -2.674 1.823 1.325
*
```

E_HOMO (Ha): -0.3264
Relative energy (zero: lowest compared OMol25 entry of this formula, charge and spin) (eV): 0.697
M (g mol⁻¹): 136.15
SMILES: NCCCNC(=O)O.O
HOMO-LUMO gap (eV): 9.437
LUMO (eV): 0.56

=====

# 12
Density functional theory data (ωB97M-V/def2-TZVPD) for a 2-piece molecular cluster, C4H12N2O3 overall in a non-equilibrium geometry.

ORCA input file:
```
! RIJCOSX wB97M-V def2-TZVPD def2/J DEFGRID3
* xyz 0 1
C 0.697 0.256 -0.753
N -0.541 0.313 -1.543
C -1.431 1.317 -1.279
O -1.276 2.178 -0.445
C 0.890 -1.063 0.028
C 1.979 -1.011 1.028
O 3.143 -0.274 0.589
N -0.326 -1.380 0.918
H 0.745 1.088 -0.065
H 1.572 0.342 -1.444
H -0.656 -0.422 -2.212
H -2.341 1.382 -1.938
H 0.997 -1.883 -0.688
H 1.682 -0.334 1.871
H 2.324 -1.938 1.500
H 3.647 -0.819 -0.023
H -0.209 -0.782 1.729
H -1.120 -1.015 0.392
H -2.788 0.855 0.835
H -2.355 -0.311 1.694
O -2.887 -0.106 0.909
*
```

E_HOMO (Ha): -0.3552
Relative energy (zero: lowest compared OMol25 entry of this formula, charge and spin) (eV): 1.472
M (g mol⁻¹): 136.15
SMILES: N[C@H](CO)CNC=O.O
HOMO-LUMO gap (eV): 10.360
LUMO (eV): 0.69